--- A ---
The molecule C4H7O2P, computed with ωB97M-V/def2-TZVPD.

* HOMO-LUMO gap: 9.29 eV
* LUMO: -0.5 eV
* total charge: 0

Each line ends with the Mulliken charge.
Atoms and positions in Å:
C: -1.079 0.633 0.040  -0.459
C: -1.283 -0.850 0.019  -0.071
C: 0.269 1.099 -0.478  -0.687
C: -0.443 -1.824 -0.051  -0.283
O: 2.993 0.707 -0.034  -0.651
O: 1.522 -1.302 -0.171  -0.541
P: 1.665 0.169 0.270  0.639
H: -1.885 1.098 -0.536  0.339
H: -1.194 0.945 1.085  0.292
H: 1.337 0.210 1.633  0.010
H: -2.328 -1.151 0.110  0.332
H: 0.345 0.987 -1.566  0.332
H: 0.410 2.153 -0.241  0.329
H: -0.329 -2.875 -0.080  0.419

--- B ---
C4H7O2P as an isolated structure, computed with ωB97M-V/def2-TZVPD.

* HOMO-LUMO gap: 9.60 eV
* LUMO: 0.3 eV
* total charge: 0

Each line ends with the Mulliken charge.
Atoms and positions in Å:
C: -1.402 -0.025 0.859  -0.545
C: -2.597 -0.490 0.166  0.806
C: 1.052 -1.300 -0.631  -0.821
C: 1.407 1.394 0.192  -1.098
O: -1.855 0.304 -0.513  -0.292
O: -3.568 -1.099 0.026  -0.468
P: 0.906 -0.312 0.953  0.221
H: -1.473 0.869 1.510  0.256
H: 1.310 -0.702 -1.567  0.281
H: 0.059 -1.740 -0.826  0.252
H: 1.823 -2.058 -0.407  0.331
H: 0.784 1.582 -0.614  0.376
H: 2.425 1.350 -0.048  0.365
H: 1.129 2.225 0.901  0.335

Short version: A, B, most stable first.

--- A ---
The molecule C17H17N5O2S, computed with ωB97M-V/def2-TZVPD.

* HOMO-LUMO gap: 9.20 eV
* LUMO: 0.2 eV
* structure (SMILES): Cn1c(=O)c2c(SCc3cccnc3)nc(C3CC3)nc2n(C)c1=O
* total charge: 0

Each line ends with the Mulliken charge.
Atoms and positions in Å:
C: 1.987 4.032 -2.414  -1.123
N: 1.527 3.354 -1.214  -0.011
C: 1.622 4.073 -0.037  0.499
O: 2.061 5.199 -0.015  -0.639
N: 1.190 3.449 1.121  0.041
C: 0.691 2.183 1.129  0.884
N: 0.293 1.643 2.280  -0.508
C: -0.185 0.405 2.231  -0.135
N: -0.301 -0.345 1.139  -0.337
C: 0.091 0.176 -0.015  -0.177
C: 0.611 1.482 -0.080  -0.003
C: 1.037 2.063 -1.328  1.128
O: 0.974 1.477 -2.394  -0.703
S: -0.033 -0.753 -1.464  -0.057
C: -0.752 -2.294 -0.734  -0.373
C: -0.936 -3.304 -1.812  0.233
C: -1.986 -3.208 -2.720  -0.286
C: -2.108 -4.162 -3.714  -0.481
C: -1.169 -5.181 -3.767  -0.263
N: -0.165 -5.283 -2.913  -0.625
C: -0.052 -4.369 -1.968  -0.296
H: 0.787 -4.494 -1.295  0.396
H: -1.218 -5.952 -4.524  0.364
H: -2.911 -4.115 -4.433  0.377
H: -2.692 -2.393 -2.645  0.412
H: -0.061 -2.637 0.033  0.282
H: -1.697 -2.008 -0.276  0.361
C: -0.620 -0.176 3.503  -0.216
C: -1.792 -1.129 3.510  -0.560
C: -0.422 -1.655 3.737  -0.555
H: 0.042 -2.212 2.939  0.172
H: -0.137 -1.967 4.730  0.269
H: -2.256 -1.329 2.558  0.182
H: -2.476 -1.069 4.342  0.270
H: -0.499 0.497 4.340  0.522
C: 1.294 4.212 2.350  -1.046
H: 2.336 4.481 2.526  0.308
H: 0.916 3.590 3.156  0.372
H: 0.711 5.128 2.263  0.306
H: 3.030 4.325 -2.294  0.324
H: 1.878 3.338 -3.244  0.369
H: 1.390 4.927 -2.585  0.324

--- B ---
The molecule C17H17N5O2S, computed with ωB97M-V/def2-TZVPD.

* HOMO-LUMO gap: 8.78 eV
* LUMO: -0.2 eV
* structure (SMILES): CCOC(=O)c1nc(C)nc(Sc2nnc(-c3ccccc3)[nH]2)c1C
* total charge: 0

Each line ends with the Mulliken charge.
Atoms and positions in Å:
O: 3.209 1.469 -3.572  -0.551
N: -1.039 -2.680 -0.746  -0.443
N: -1.334 -3.041 0.538  -0.531
N: -1.119 1.439 -1.194  -0.568
N: 0.944 2.489 -1.173  -0.588
O: 3.706 2.262 -1.493  -0.324
S: -1.760 -0.752 -2.532  -0.239
C: 2.886 1.745 -2.428  0.168
C: -1.767 -1.637 -1.039  0.420
C: -2.201 -2.184 1.043  0.173
C: -0.283 2.368 -0.735  0.403
C: -0.640 0.455 -1.949  0.551
C: 1.454 1.576 -1.976  0.766
C: -3.903 -2.146 5.031  -0.385
C: -4.394 -1.284 4.033  -0.673
C: -2.808 -2.988 4.706  -0.558
C: -3.834 -1.288 2.755  -0.209
C: -2.275 -2.963 3.409  -0.344
C: -2.786 -2.135 2.406  0.806
C: 0.702 0.453 -2.343  0.644
N: -2.511 -1.305 0.045  0.002
C: -0.878 3.419 0.136  -1.174
C: 1.260 -0.674 -3.155  -1.577
C: 5.676 0.926 -1.545  -0.982
C: 5.123 2.311 -1.812  -0.251
H: -4.349 -2.187 6.023  0.377
H: -5.292 -0.701 4.237  0.358
H: -2.434 -3.686 5.444  0.382
H: -4.258 -0.587 2.029  0.205
H: -1.451 -3.628 3.148  0.419
H: -3.163 -0.550 0.129  0.226
H: -1.702 3.013 0.758  0.323
H: -1.286 4.180 -0.477  0.262
H: -0.038 3.813 0.740  0.358
H: 2.310 -0.936 -2.897  0.274
H: 1.141 -0.401 -4.204  0.283
H: 0.654 -1.578 -2.993  0.491
H: 5.568 0.688 -0.470  0.275
H: 5.210 0.117 -2.120  0.292
H: 6.755 0.927 -1.804  0.351
H: 5.299 2.658 -2.833  0.306
H: 5.606 3.022 -1.123  0.283

Short version: A, B, most stable first.

--- A ---
The molecule C3H3N3O2, computed with ωB97M-V/def2-TZVPD.

* HOMO-LUMO gap: 8.43 eV
* LUMO: -0.9 eV
* structure (SMILES): [H]/N=c1\ncnc(O)o1
* total charge: 0

Each line ends with the Mulliken charge.
Atoms and positions in Å:
C: 1.124 0.845 -0.147  0.718
C: 0.207 -0.736 -1.513  0.139
C: -0.881 -0.546 0.447  0.602
H: 1.391 2.213 1.321  0.412
H: 0.435 -1.523 -2.294  0.351
H: -2.966 -0.943 1.376  0.289
N: 1.148 0.296 -1.325  -0.499
N: -0.931 -1.078 -0.767  -0.465
N: -1.773 -0.531 1.433  -0.672
O: 1.907 1.717 0.547  -0.491
O: 0.339 0.286 0.921  -0.386

--- B ---
The molecule C3H3N3O2, computed with ωB97M-V/def2-TZVPD.

* HOMO-LUMO gap: 8.26 eV
* LUMO: -1.7 eV
* structure (SMILES): Cc1nnc(=O)on1
* total charge: 0

Each line ends with the Mulliken charge.
Atoms and positions in Å:
C: -1.745 -0.746 -0.118  -0.876
C: -0.366 -0.145 -0.142  0.663
C: 2.077 0.863 0.209  0.634
H: -1.813 -1.726 -0.517  0.336
H: -2.483 -0.084 -0.685  0.226
H: -2.004 -0.744 0.970  0.285
N: 0.675 -0.591 -0.944  -0.117
N: 1.796 -0.052 -0.877  -0.263
N: -0.224 0.795 0.691  -0.280
O: 3.131 0.881 0.832  -0.459
O: 0.957 1.547 0.582  -0.150

--- C ---
The molecule C3H3N3O2, computed with ωB97M-V/def2-TZVPD.

* HOMO-LUMO gap (spin up / spin down): 8.22 / 7.92 eV
* LUMO (spin up / spin down): -2.6 / -2.5 eV
* total charge: 0

Each line ends with the Mulliken charge.
Atoms and positions in Å:
C: -1.543 -1.399 -0.291  0.620
C: 0.678 -0.788 0.181  -0.295
C: 0.896 0.701 -0.123  -0.318
N: -2.668 -1.118 -0.251  -0.383
N: -0.320 -1.807 -0.078  -0.389
N: -0.097 1.564 0.043  0.822
O: -1.153 1.193 0.456  -0.539
O: 0.149 2.667 -0.562  -0.531
H: 1.643 -1.276 -0.112  0.289
H: 0.547 -0.797 1.304  0.336
H: 1.869 1.061 -0.568  0.387

Short version: A, B, C, most stable first.